Here is a single C5H7NO2 molecule at a distorted geometry from the Open Molecules 2025 dataset. Energies are from wB97M-V/def2-TZVPD.

```
15
C5H7NO2 wB97M-V/def2-TZVPD
C -0.90 -2.08 0.44
C -0.41 -0.85 0.30
C -1.15 0.38 0.85
C 0.93 -0.60 -0.26
N 1.28 0.48 -0.83
O 2.46 0.74 -1.32
C 0.81 1.83 -1.09
O 0.12 2.12 -2.03
H -1.72 -2.30 1.11
H -0.36 -2.96 0.39
H -1.90 0.15 1.58
H -1.59 1.07 0.14
H -0.31 0.96 1.33
H 1.55 -1.42 -0.22
H 1.20 2.47 -0.38
```

The total energy is -399.80690 hartree. The value obtained for the LUMO energy is -0.21 eV. The calculation puts the molar mass at 113.12 g/mol. As for the SMILES: C=C(C)/C=[N+](/[O-])C=O. For the energy above the lowest of the compared OMol25 structures with the same formula, charge and spin, the calculation gives 4.318 eV.

Atomic partial charges in e from the natural (NBO) method, atoms 1 to 6: -0.3590 -0.0302 -0.6443 0.0473 0.0194 -0.5070